No. 1
ORCA calculation (wB97M-V/def2-TZVPD) on a structure of composition C17H37BeCaCl2CsFGaN3NaO11P.

As for the energy above the lowest of the compared OMol25 structures with the same formula, charge and spin: 0.00 kJ/mol. The charge is +1. The calculation puts the gap between HOMO and LUMO at 1.94 eV.

Cartesian coordinates (Å):
C -4.788 0.106 -3.140
C -3.897 -0.464 -2.616
C -2.826 -1.135 -1.987
Ga -1.356 0.238 -1.962
C 0.246 -0.240 -1.002
C 0.727 -1.610 -1.298
N 1.947 -1.902 -1.076
C -2.158 1.835 -1.013
O -1.433 2.035 0.191
C -0.579 3.143 0.224
P -0.922 0.688 -4.214
N 0.654 0.640 -4.632
O -1.644 -0.393 -5.125
O -1.665 2.148 -4.606
H -5.399 0.821 -3.578
H -3.048 -1.394 -0.973
H -2.527 -2.004 -2.538
H 1.051 0.433 -1.264
H 0.107 -0.142 0.058
H 0.141 -2.363 -1.780
H 2.315 -1.047 -0.689
H -2.196 2.719 -1.655
H -3.191 1.609 -0.727
H -0.715 3.853 -0.590
H -0.796 3.679 1.124
H 0.466 2.898 0.243
H 0.704 -0.068 -5.362
H -2.063 -0.023 -5.903
H -2.326 1.978 -5.282
Na 3.204 -3.375 -2.092
C -0.439 -4.313 0.461
O -0.789 -3.145 0.684
O -0.027 -4.708 -0.672
O -0.434 -5.239 1.318
C 3.322 0.372 6.556
O 1.953 0.215 6.822
C 1.116 1.251 6.292
C 0.275 0.762 5.149
N 1.056 0.493 3.945
C 0.277 -0.243 2.969
C -0.187 -1.652 3.332
O 0.853 -2.603 3.408
C 1.555 -2.641 4.639
H 3.862 -0.342 7.175
H 3.567 0.163 5.503
H 3.667 1.381 6.805
H 1.710 2.124 6.007
H 0.442 1.554 7.091
H -0.486 1.537 4.898
H -0.258 -0.130 5.497
H 1.897 -0.036 4.151
H 0.883 -0.323 2.057
H -0.592 0.367 2.706
H -0.833 -1.993 2.520
H -0.797 -1.667 4.238
H 0.908 -2.405 5.484
H 2.412 -1.957 4.635
H 1.942 -3.651 4.765
Be 2.170 -0.030 -4.059
Cs -3.057 3.967 -2.711
C 1.928 -1.970 -7.179
C 2.064 -1.964 -5.661
O 2.853 -1.086 -5.100
O 1.398 -2.738 -4.991
H 2.560 -1.218 -7.644
H 2.206 -2.948 -7.562
H 0.890 -1.780 -7.447
C -4.619 3.823 2.596
Cl -4.492 3.802 4.334
Cl -5.577 5.219 1.978
H -3.618 3.929 2.197
H -5.068 2.901 2.254
F -2.164 2.388 5.103
O 4.311 0.706 -6.972
H 3.746 0.339 -6.281
H 5.200 0.657 -6.613
Ca 4.057 0.067 -1.022

=====

No. 2
ORCA calculation (wB97M-V/def2-TZVPD) on a cluster of 10 separate species, C17H37Br14N3O6 in total.

As for the spin multiplicity: 2. The charge is +1. The calculation puts the gap between HOMO and LUMO (spin up / spin down) at 8.87 / 2.89 eV. As for the expectation value of S²: 0.756.

Cartesian coordinates (Å):
Br -0.904 -5.185 0.524
C -1.839 -4.644 2.227
C -3.119 -3.769 2.046
Br -3.811 -3.049 3.716
H -1.161 -4.076 2.865
H -2.077 -5.535 2.809
H -3.893 -4.391 1.596
H -2.837 -2.980 1.349
Br 3.267 -5.108 5.355
C 1.923 -4.028 4.344
C 2.661 -3.422 3.080
Br 1.260 -2.165 2.359
H 1.555 -3.384 5.143
H 1.158 -4.774 4.128
H 2.966 -4.042 2.237
H 3.549 -2.813 3.250
Br 2.052 2.247 -0.548
C 1.158 0.510 -0.124
C -0.337 0.778 -0.139
Br -1.186 -1.027 0.042
H 1.500 0.213 0.867
H 1.551 -0.240 -0.810
H -0.752 1.333 -0.981
H -0.698 1.377 0.697
Br -3.157 0.571 4.625
C -1.763 1.159 3.329
C -2.125 2.512 2.774
Br -3.578 2.413 1.407
H -1.655 0.402 2.552
H -0.846 1.216 3.916
H -1.320 2.976 2.204
H -2.377 3.194 3.586
Br 6.926 2.269 -2.542
C 6.957 2.837 -0.683
C 5.732 3.642 -0.306
Br 5.787 4.213 1.589
H 7.848 3.431 -0.475
H 7.041 1.943 -0.065
H 4.911 2.937 -0.438
H 5.601 4.483 -0.986
Br -6.167 0.951 -5.956
C -5.368 1.221 -4.119
C -4.061 0.543 -3.822
Br -3.327 1.242 -1.981
H -6.117 0.823 -3.434
H -5.354 2.298 -3.955
H -3.347 0.779 -4.611
H -4.249 -0.530 -3.784
Br 0.617 5.556 -1.936
C -0.149 5.151 -0.101
C -0.980 6.276 0.480
Br -1.383 6.111 2.446
H 0.708 4.926 0.534
H -0.713 4.235 -0.275
H -1.892 6.178 -0.109
H -0.554 7.242 0.210
C -5.068 -1.293 0.101
N -4.981 -1.959 -1.237
O -3.998 -2.633 -1.542
O -5.802 -1.619 -2.070
H -5.437 -2.040 0.804
H -5.750 -0.447 0.024
H -4.086 -0.898 0.361
C 2.030 -4.227 -1.148
N 3.321 -3.714 -0.633
O 4.226 -4.530 -0.381
O 3.435 -2.527 -0.525
H 2.076 -5.315 -1.211
H 1.768 -3.885 -2.149
H 1.253 -3.939 -0.440
C 3.843 0.151 -3.669
N 2.707 1.062 -3.873
O 1.619 0.800 -3.362
O 2.976 2.120 -4.502
H 4.716 0.423 -4.262
H 3.518 -0.883 -3.784
H 3.998 0.327 -2.605

=====

No. 3
ORCA calculation (wB97M-V/def2-TZVPD) on a cluster of 4 separate species, C17H37Cl2N2O4 in total.

As for the spin multiplicity: 2. The charge is 0. The calculation puts the gap between HOMO and LUMO (spin up / spin down) at 8.73 / 9.24 eV. As for the expectation value of S²: 0.754.

Cartesian coordinates (Å):
C 3.515 -0.133 1.110
C 2.104 -0.729 0.904
N 1.128 -0.161 1.824
C 0.246 0.892 1.345
C 1.108 2.159 1.199
Cl 1.362 3.073 2.670
C 1.758 2.580 0.103
C 1.704 1.949 -1.266
Cl 2.777 3.987 0.149
C -0.802 1.130 2.463
C -2.002 0.147 2.492
C -3.306 0.890 2.158
C -2.143 -0.414 3.917
N -1.807 -0.992 1.575
O -2.628 -1.957 1.717
C -1.439 -0.696 0.174
C -0.647 -1.922 -0.321
C -2.684 -0.548 -0.737
C -0.568 0.577 0.082
H 3.485 0.500 1.993
H 4.228 -0.929 1.326
H 3.879 0.416 0.245
H 2.178 -1.793 1.133
H 1.801 -0.676 -0.136
H 0.634 -0.850 2.364
H 2.295 2.562 -1.944
H 2.120 0.946 -1.323
H 0.691 1.987 -1.654
H -1.222 2.125 2.340
H -0.286 1.068 3.416
H -4.158 0.222 2.242
H -3.393 1.728 2.846
H -3.254 1.317 1.156
H -3.073 -0.960 4.026
H -1.285 -1.036 4.164
H -2.146 0.436 4.599
H -0.142 -1.712 -1.259
H -1.352 -2.735 -0.491
H 0.057 -2.274 0.428
H -3.607 -0.689 -0.184
H -2.711 0.447 -1.180
H -2.641 -1.271 -1.547
H 0.056 0.404 -0.787
H -1.183 1.455 -0.124
C 2.614 -1.840 -3.199
O 3.190 -1.254 -2.031
H 1.610 -1.435 -3.301
H 3.189 -1.585 -4.093
H 2.542 -2.925 -3.104
H 4.077 -1.605 -1.928
C -0.619 -5.313 -2.224
O 0.500 -4.578 -1.743
H -0.542 -5.349 -3.307
H -0.622 -6.335 -1.837
H -1.560 -4.825 -1.954
H 0.436 -4.539 -0.786
C -0.708 5.458 -2.478
O -0.647 4.123 -1.984
H -1.565 5.518 -3.144
H -0.842 6.176 -1.665
H 0.194 5.714 -3.039
H 0.106 4.075 -1.388

=====

No. 4
ORCA calculation (wB97M-V/def2-TZVPD) on a structure of composition C17H38AsF6O14.

As for the energy above the lowest of the compared OMol25 structures with the same formula, charge and spin: 331.03 kJ/mol. The charge is -1. The calculation puts the gap between HOMO and LUMO at 10.12 eV.

Cartesian coordinates (Å):
As -1.130 0.418 0.927
F 0.458 0.515 1.874
F -1.341 2.145 1.370
F -2.684 0.499 0.004
F -0.897 -1.343 0.618
F -2.002 0.106 2.452
F -0.233 0.865 -0.529
C -5.996 -2.744 -1.133
O -4.621 -2.649 -1.767
H -6.700 -3.085 -1.892
H -6.074 -3.507 -0.359
H -6.362 -1.804 -0.721
H -4.082 -1.972 -1.352
C -5.154 4.718 -1.660
O -5.762 3.662 -0.912
H -4.798 4.200 -2.550
H -5.705 5.657 -1.716
H -4.226 4.876 -1.110
H -5.043 3.187 -0.488
C -8.273 -1.704 4.222
O -7.019 -1.891 4.777
H -8.258 -0.855 3.538
H -8.714 -2.617 3.823
H -8.969 -1.282 4.947
H -6.500 -1.145 4.469
C 3.764 6.194 1.413
O 3.909 5.074 2.288
H 3.650 5.945 0.357
H 2.747 6.563 1.546
H 4.548 6.950 1.389
H 3.353 4.411 1.871
C -3.499 -4.723 3.824
O -2.562 -5.659 3.260
H -2.955 -3.980 4.407
H -3.996 -4.105 3.077
H -4.268 -5.211 4.423
H -2.057 -5.261 2.547
C 1.424 4.460 -4.740
C 0.955 4.971 -6.103
C -0.498 4.688 -6.526
O -0.863 5.837 -7.218
C -0.097 6.878 -6.824
O -0.176 8.113 -7.062
O 0.976 6.394 -6.162
H 1.158 3.420 -4.553
H 0.906 4.951 -3.916
H 2.487 4.592 -4.541
H 1.689 4.991 -6.909
H -1.106 4.336 -5.693
H -0.484 3.874 -7.251
C 5.511 -1.137 -0.616
C 5.055 -1.097 -2.073
C 6.126 -0.421 -2.944
O 6.305 -1.393 -3.947
C 5.683 -2.533 -3.648
O 5.588 -3.502 -4.432
O 5.054 -2.478 -2.452
H 6.562 -1.326 -0.396
H 4.889 -1.812 -0.028
H 5.365 -0.173 -0.128
H 4.070 -0.632 -2.026
H 6.982 -0.127 -2.337
H 5.756 0.441 -3.498
C 2.191 -3.447 5.057
C 2.705 -4.846 5.138
C 2.473 -5.606 3.788
O 3.808 -6.004 3.405
C 4.731 -5.528 4.185
O 5.964 -5.668 3.982
O 4.095 -4.861 5.214
H 2.398 -2.937 4.116
H 2.570 -2.823 5.867
H 1.113 -3.357 5.190
H 2.227 -5.363 5.971
H 2.170 -4.970 2.956
H 1.690 -6.352 3.920

=====

No. 5
ORCA calculation (wB97M-V/def2-TZVPD) on a structure of composition C17H38BInNO3.

The charge is -1. The calculation puts the gap between HOMO and LUMO at 6.55 eV.

Cartesian coordinates (Å):
C -2.006 -1.519 -3.178
C -2.554 -0.420 -4.089
C -1.840 0.927 -3.940
C -0.316 0.839 -3.949
C 0.383 2.194 -3.740
C 0.838 2.422 -2.294
C -0.228 3.007 -1.357
C -0.414 2.132 -0.121
C -1.587 2.496 0.793
C -2.445 1.273 1.118
C -1.640 0.173 1.830
C -1.867 -0.007 3.342
C -0.559 0.091 4.135
In 0.812 -1.607 3.796
C 2.918 -1.052 4.378
O 3.308 0.319 4.200
O 2.657 0.850 3.033
B 0.718 -2.482 1.654
C 1.799 -2.343 0.502
O -0.376 -3.233 1.245
H -2.754 -2.296 -3.009
H -1.120 -1.999 -3.600
H -1.719 -1.122 -2.199
H -2.496 -0.738 -5.137
H -3.617 -0.283 -3.870
H -2.131 1.571 -4.779
H -2.188 1.430 -3.031
H -0.014 0.411 -4.914
H 0.033 0.143 -3.182
H 1.250 2.257 -4.403
H -0.293 3.004 -4.045
H 1.176 1.474 -1.870
H 1.707 3.087 -2.309
H 0.072 4.010 -1.031
H -1.188 3.124 -1.879
H 0.515 2.198 0.455
H -0.517 1.088 -0.442
H -2.216 3.258 0.309
H -1.228 2.955 1.719
H -2.902 0.896 0.195
H -3.283 1.584 1.756
H -0.569 0.352 1.678
H -1.859 -0.775 1.329
H -2.591 0.756 3.678
H -2.354 -0.971 3.535
H -0.076 1.049 3.911
H -0.783 0.106 5.208
H 0.307 -2.899 4.957
H 3.646 -1.674 3.825
H 3.083 -1.223 5.447
H 3.239 0.511 2.339
H 2.184 -1.321 0.398
H 2.647 -2.981 0.793
H 1.432 -2.687 -0.475
H -0.836 -3.589 2.012
C 3.324 -2.830 -0.371
C 2.703 -1.577 -0.776
N 2.181 -0.601 -1.076
H 4.271 -2.629 0.127
H 2.664 -3.356 0.320
H 3.504 -3.454 -1.245

=====

No. 6
ORCA calculation (wB97M-V/def2-TZVPD) on a cluster of 4 separate species, C17H38ClNO7 in total.

Its structure (SMILES) is CC(C)CCOC(=O)N(Cl)CCCCOC=O.CCO.CCO.CCO. As for the energy above the lowest of the compared OMol25 structures with the same formula, charge and spin: 0.00 kJ/mol. The charge is 0. The calculation puts the gap between HOMO and LUMO at 9.91 eV.

Cartesian coordinates (Å):
C 5.559 -1.257 0.037
C 4.301 -1.810 -0.664
C 4.378 -1.667 -2.197
C 3.013 -1.210 -0.102
C 2.736 0.215 -0.586
O 2.514 1.118 0.510
C 1.239 1.101 0.963
O 0.929 0.567 2.005
N 0.339 1.821 0.102
Cl 0.448 3.483 0.621
C -1.049 1.359 0.223
C -1.336 0.203 -0.744
C -2.152 -0.904 -0.051
C -2.915 -1.695 -1.097
O -3.402 -2.984 -0.660
C -3.626 -3.092 0.679
O -4.663 -2.796 1.219
H 6.190 -0.718 -0.664
H 6.130 -2.071 0.474
H 5.308 -0.584 0.854
H 4.268 -2.882 -0.475
H 3.373 -1.624 -2.613
H 4.899 -2.508 -2.643
H 4.903 -0.756 -2.477
H 2.179 -1.859 -0.370
H 3.065 -1.210 0.985
H 3.548 0.618 -1.179
H 1.855 0.217 -1.227
H -1.683 2.195 -0.041
H -1.316 1.062 1.233
H -0.406 -0.252 -1.082
H -1.859 0.569 -1.624
H -1.463 -1.515 0.525
H -2.869 -0.405 0.598
H -3.766 -1.120 -1.459
H -2.276 -1.888 -1.956
H -2.794 -3.529 1.246
C 3.148 3.383 4.364
C 4.142 2.849 3.348
O 3.963 1.460 3.113
H 3.245 2.845 5.307
H 3.307 4.448 4.549
H 2.124 3.244 4.010
H 5.162 2.975 3.709
H 4.047 3.395 2.401
H 3.073 1.331 2.778
C -4.170 4.984 2.649
C -3.182 4.262 1.752
O -3.452 2.859 1.708
H -4.133 4.574 3.658
H -3.950 6.051 2.696
H -5.190 4.858 2.280
H -2.168 4.371 2.134
H -3.210 4.673 0.737
H -4.343 2.743 1.367
C -3.903 -5.233 -4.478
C -3.359 -3.848 -4.181
O -2.596 -3.337 -5.273
H -3.086 -5.920 -4.699
H -4.470 -5.621 -3.631
H -4.559 -5.211 -5.351
H -2.694 -3.881 -3.320
H -4.174 -3.153 -3.954
H -3.174 -3.291 -6.039

=====

No. 7
ORCA calculation (wB97M-V/def2-TZVPD) on a cluster of 3 separate species, C17H38F3O10P2S in total.

The charge is +1. The calculation puts the gap between HOMO and LUMO at 7.05 eV.

Cartesian coordinates (Å):
O 0.105 -6.178 -0.741
C 0.608 -6.149 -1.829
O 1.948 -5.877 -1.962
C -0.242 -6.383 -3.061
C -0.131 -7.806 -3.637
C 1.317 -8.366 -3.682
S 1.444 -10.015 -2.904
C 1.886 -9.783 -1.116
F 1.613 -10.885 -0.457
F 3.170 -9.545 -1.085
F 1.183 -8.802 -0.598
H 2.111 -4.927 -1.916
H -0.066 -5.628 -3.827
H -1.269 -6.239 -2.743
H -0.839 -8.463 -3.137
H -0.480 -7.758 -4.667
H 2.075 -7.689 -3.285
H 1.585 -8.554 -4.720
H 0.180 -10.496 -2.875
O 1.649 -0.352 -2.151
P 1.425 -0.074 -0.701
O -0.108 -0.650 -0.510
C -0.333 -2.044 -0.623
C 0.218 -2.823 0.559
O 1.112 1.524 -0.706
C 1.442 2.353 -1.822
C 0.264 2.487 -2.766
O 1.650 -0.016 0.944
C 2.947 -0.375 1.465
C 4.043 0.528 0.935
H 0.099 -2.414 -1.562
H -1.413 -2.179 -0.679
H 1.314 -2.834 0.544
H -0.125 -3.859 0.529
H -0.089 -2.377 1.503
H 2.325 1.979 -2.339
H 1.701 3.334 -1.420
H -0.135 1.514 -3.052
H 0.554 3.024 -3.670
H -0.548 3.033 -2.283
H 3.161 -1.421 1.226
H 2.886 -0.292 2.549
H 4.171 0.398 -0.147
H 4.996 0.296 1.411
H 3.801 1.575 1.109
O -3.281 5.987 3.449
P -2.163 5.700 2.512
O -1.202 4.646 3.307
C -1.696 3.338 3.584
C -1.779 2.483 2.332
O -1.263 7.056 2.627
C -1.762 8.231 3.267
C -1.357 8.270 4.727
O -1.494 5.402 1.023
C -2.377 5.364 -0.115
C -3.104 6.679 -0.319
H -2.672 3.402 4.073
H -1.000 2.888 4.291
H -2.584 2.828 1.675
H -1.983 1.442 2.587
H -0.851 2.530 1.761
H -2.843 8.309 3.152
H -1.326 9.085 2.745
H -1.627 7.349 5.242
H -1.836 9.107 5.237
H -0.276 8.382 4.818
H -3.093 4.544 0.004
H -1.761 5.138 -0.985
H -3.788 6.883 0.512
H -3.693 6.655 -1.236
H -2.398 7.508 -0.369

=====

Number 1: electronic energy -158435.884 eV, maximum force 5.1 eV/Å. Number 2: electronic energy -1015560.689 eV, maximum force 3.2 eV/Å. Number 3: electronic energy -54440.624 eV, maximum force 1.0 eV/Å. Number 4: electronic energy -124055.057 eV, maximum force 5.2 eV/Å. Number 5: electronic energy -31709.689 eV, maximum force 18.8 eV/Å. Number 6: electronic energy -46587.509 eV, maximum force 1.5 eV/Å. Number 7: electronic energy -76279.104 eV, maximum force 7.6 eV/Å.